Here is a molecular structure, C6H12N2PPdS at a distorted geometry from the OMol25 dataset. Energies are from ωB97M-V/def2-TZVPD.

The geometry in XYZ format:
```
23
Properties=species:S:1:pos:R:3:forces:R:3
C 2.21364 0.98956 -1.96634 -0.74 0.42 -0.42
C 2.29507 1.93574 -0.88518 -0.24 0.64 -0.29
C 1.03524 2.60768 -0.78750 0.35 -0.05 -0.10
C 0.16099 2.06970 -1.78459 0.68 -0.44 -0.08
C 0.86705 1.03648 -2.49111 0.51 0.77 -0.47
Pd 0.98216 0.12510 -0.37701 -1.36 -0.79 0.90
P 1.70736 -1.75545 0.58410 0.36 0.71 -0.29
H 3.03114 0.42074 -2.37797 0.02 -0.09 0.05
H 3.18445 2.13128 -0.28902 -0.29 0.02 -0.19
H 0.78295 3.39819 -0.07182 0.12 -0.46 -0.36
H 0.48752 0.44113 -3.33018 0.19 0.40 0.46
H -0.86313 2.38930 -1.99028 0.37 -0.29 0.28
H 1.37303 -1.94635 1.94615 0.19 -0.49 -0.17
H 3.12450 -1.97985 0.61355 -0.56 -0.32 0.21
H 1.26368 -2.95281 -0.03292 0.21 -0.04 0.47
N -3.46781 -0.29394 1.96298 0.44 0.48 -0.36
C -2.38900 -0.86724 1.35471 -0.07 0.10 0.69
N -2.10697 -2.08127 1.88590 1.14 0.08 -0.41
S -1.59396 -0.15693 0.02084 -0.32 -0.16 0.22
H -4.12662 -0.91772 2.43776 -0.19 -0.04 -0.06
H -3.83749 0.57305 1.58482 0.07 -0.42 -0.15
H -1.31813 -2.62326 1.53792 -0.67 0.25 -0.09
H -2.80565 -2.54313 2.45519 -0.25 -0.28 0.14
```
Forces are in eV/Å.

Calculated values
ΔE to the lowest compared entry with this formula, charge and spin   0.0 kJ/mol
Orbital gap (spin up / spin down)   3.330 / 6.939 eV
Multiplicity   3
Charge   -1
⟨S²⟩   2.0107
E_LUMO (spin up / spin down)   3.46 / 3.15 eV


Here is a molecular structure, C6H12N2PReS at a distorted geometry from the OMol25 dataset. Energies are from ωB97M-V/def2-TZVPD.

The geometry in XYZ format:
```
23
Properties=species:S:1:pos:R:3:forces:R:3
C -1.22435 0.86063 -2.23963 -0.85 1.22 -0.02
C 0.17297 0.99441 -2.54772 0.57 -0.02 -0.39
C 0.73389 1.97830 -1.66206 -0.25 0.89 -0.35
C -0.31811 2.48290 -0.81882 -0.19 0.79 -1.20
C -1.53289 1.79829 -1.17018 -0.46 1.14 -1.24
Re -0.13947 0.35304 -0.49678 1.02 -3.32 2.76
P -0.52286 -1.93443 -0.84973 0.16 -0.72 -0.93
H -1.93870 0.22118 -2.73822 0.07 0.11 0.01
H 0.70627 0.46493 -3.32752 -0.10 0.15 0.13
H 1.76727 2.30494 -1.65107 -0.21 -0.09 0.05
H -2.51473 1.96854 -0.75121 0.13 0.02 0.04
H -0.21288 3.24120 -0.05386 -0.02 -0.16 -0.06
H 0.47628 -2.91299 -0.57739 -0.43 0.06 0.02
H -0.78058 -2.26893 -2.21072 0.07 0.01 0.46
H -1.67759 -2.53367 -0.26504 0.40 -0.02 -0.05
N 0.51240 -1.98745 2.43951 0.25 -0.01 0.11
C 0.59739 -0.66090 2.48855 0.00 0.31 0.14
N 1.60794 -0.06203 3.11038 -0.04 -0.33 -0.05
S -0.66283 0.33174 1.81237 0.00 -0.18 0.46
H 1.23010 -2.57354 2.85137 -0.23 0.04 -0.14
H -0.27930 -2.43239 1.98618 0.27 0.27 0.34
H 1.64959 0.95118 3.11063 -0.04 -0.36 0.02
H 2.35019 -0.58495 3.56096 -0.12 0.19 -0.11
```
Forces are in eV/Å.

Calculated values
Orbital gap (spin up / spin down)   7.001 / 6.942 eV
Multiplicity   4
Charge   +1
⟨S²⟩   3.7650
E_LUMO (spin up / spin down)   -2.77 / -4.33 eV


Here is 2 unconnected molecules or ions with the total composition C6H12N2S3 from the OMol25 dataset. Energies are from ωB97M-V/def2-TZVPD.

The geometry in XYZ format:
```
23
Properties=species:S:1:pos:R:3:forces:R:3
C 1.99632 1.42520 -1.19000 0.08 -0.05 0.02
C 2.58744 0.24428 -1.01284 0.00 0.06 -0.01
C 1.90154 -1.01238 -1.33976 0.10 -0.14 0.00
N 2.31964 -2.21371 -1.23122 0.21 0.26 0.12
S 3.89935 -2.47946 -0.62421 -0.28 0.05 -0.10
H 2.49733 2.35882 -0.94981 -0.07 -0.17 -0.03
H 0.98424 1.49739 -1.58283 0.18 -0.04 0.03
H 3.60067 0.19041 -0.61758 -0.16 0.00 -0.05
H 0.88765 -0.91356 -1.73227 0.14 0.04 -0.07
H 3.82140 -3.81211 -0.71644 -0.02 0.03 -0.01
C -1.85872 0.77467 3.53556 -0.08 -0.03 -0.21
N -2.05064 0.43572 2.32634 0.32 -0.05 0.22
S -0.72660 -0.24222 1.48326 -0.24 0.09 -0.02
C -1.50924 -0.61690 -0.10032 -0.13 -0.03 0.02
C -1.85254 0.58653 -0.97917 0.09 -0.04 0.01
S -3.46463 1.35615 -0.63367 0.07 -0.02 -0.01
H -0.91160 0.65688 4.07190 -0.06 -0.01 -0.09
H -2.69487 1.21311 4.07610 0.05 -0.04 -0.04
H -2.38933 -1.24592 0.06953 0.14 0.12 -0.02
H -0.75410 -1.23202 -0.60359 -0.15 0.02 0.17
H -1.92218 0.25787 -2.02092 -0.02 0.04 0.08
H -1.05471 1.33275 -0.92453 -0.17 -0.08 0.05
H -3.30642 1.43851 0.69648 0.01 -0.01 -0.07
```
Forces are in eV/Å.

Calculated values
ΔE to the lowest compared entry with this formula, charge and spin   195.5 kJ/mol
Orbital gap   9.102 eV
Multiplicity   1
SMILES string   C=C/C=N\S.C=NSCCS
E_LUMO   0.28 eV


Here is 2 unconnected molecules or ions with the total composition C6H12N3 at a distorted geometry from the OMol25 dataset. Energies are from ωB97M-V/def2-TZVPD.

The geometry in XYZ format:
```
21
Properties=species:S:1:pos:R:3:forces:R:3
C 1.33568 -0.19495 -1.42237 1.12 -0.25 -0.87
C 1.69193 -0.80915 -0.14651 0.58 -1.64 -0.93
C 0.84139 1.04506 -1.68035 -0.35 0.94 -2.13
C 1.04229 -0.92963 0.95937 -0.61 1.10 -2.93
C -1.36007 -0.01654 0.14720 1.08 -0.33 1.19
C 0.74956 -1.13685 2.26855 -2.65 -4.51 3.41
N -1.91592 -1.06195 -0.41944 3.05 -2.31 -0.10
N -2.03248 1.12154 0.15915 -0.32 0.36 0.90
N 0.43844 2.05137 -0.79182 0.96 -2.41 -0.43
H 1.79823 -0.80731 -2.24699 -1.03 1.07 0.59
H 2.53417 -1.61094 -0.26289 -1.08 1.55 0.67
H 0.70657 1.26279 -2.84572 0.34 -0.16 2.84
H -0.28511 -1.75918 2.48645 2.55 1.21 -0.89
H 0.56895 -0.26056 2.78061 0.10 2.10 1.27
H 1.55677 -1.73576 2.80193 -0.58 0.77 -0.70
H -1.34195 -1.94718 -0.55793 -1.04 1.91 0.38
H -2.80060 -1.12477 -0.81813 -1.95 0.28 -0.80
H -2.82663 1.28826 -0.42554 -0.66 -0.13 -0.24
H -1.91585 1.82701 0.88948 0.48 -0.49 -0.72
H 0.67151 1.78717 0.16307 -0.14 0.62 -0.23
H 0.54313 3.01158 -1.03811 0.17 0.33 -0.29
```
Forces are in eV/Å.

Calculated values
ΔE to the lowest compared entry with this formula, charge and spin   553.5 kJ/mol
Orbital gap   7.202 eV
Multiplicity   1
Charge   +1
E_LUMO   -4.68 eV


Here is a molecular structure, C6H12N3O at a distorted geometry from the OMol25 dataset. Energies are from ωB97M-V/def2-TZVPD.

The geometry in XYZ format:
```
22
Properties=species:S:1:pos:R:3:forces:R:3
C -0.10226 -0.16792 0.55810 -2.10 -1.78 3.06
C -0.81196 -0.93488 2.15070 5.41 2.93 -2.51
C 0.92842 1.21750 -0.85072 0.21 2.98 -0.77
C 0.32266 0.15987 -1.70116 -3.77 0.41 1.30
C 0.48176 1.97890 1.51678 0.19 0.60 1.54
C -0.46031 -2.17797 -0.79553 -0.53 -3.18 -0.63
N -1.99265 -1.37661 2.05643 -0.47 -0.05 -1.88
N 0.35370 1.06413 0.49562 -0.57 -2.60 -2.71
N -0.08944 -0.81409 -0.60182 0.22 0.90 -0.30
O -2.61487 -1.98410 2.90600 -1.08 -0.52 0.81
H -0.07925 -0.97874 3.00827 -1.33 -0.07 -1.09
H 2.01590 1.23425 -0.81231 0.19 -0.61 0.26
H 0.71647 2.18724 -1.36894 -0.18 -0.39 1.05
H -0.70850 0.51783 -2.19811 2.44 -0.80 0.82
H 1.05468 -0.09877 -2.40596 0.52 -1.40 -1.05
H 0.71386 1.48558 2.41157 0.66 -0.88 1.38
H 1.30534 2.59145 1.29104 0.75 1.28 -0.14
H -0.41147 2.47974 1.77484 -1.01 1.11 -0.36
H -1.51352 -2.43935 -1.31753 2.43 1.22 0.75
H 0.42309 -2.67225 -1.40544 -2.07 0.62 1.31
H -0.58533 -2.66075 0.23632 0.64 0.51 -1.59
H -2.37084 -1.21886 1.08679 -0.56 -0.26 0.74
```
Forces are in eV/Å.

Calculated values
ΔE to the lowest compared entry with this formula, charge and spin   657.2 kJ/mol
Orbital gap   9.803 eV
Multiplicity   1
Charge   +1
E_LUMO   -3.60 eV


Here is a molecular structure, C6H12N3O2 at a distorted geometry from the OMol25 dataset. Energies are from ωB97M-V/def2-TZVPD.

The geometry in XYZ format:
```
23
Properties=species:S:1:pos:R:3:forces:R:3
C 0.09614 0.54217 -1.14582 1.20 0.02 2.36
C 1.17885 0.15212 0.40330 -0.33 0.44 -3.32
C 0.34379 -0.63788 1.33570 0.07 0.61 2.00
C -0.87273 0.30812 1.51786 -2.03 -0.41 1.31
C -1.87175 0.10033 0.29521 -2.06 0.69 0.94
C -1.23665 -0.12164 -1.07702 0.65 1.79 0.65
N 0.26507 1.59551 -1.91364 -1.10 -3.05 1.81
N -0.96692 -1.51696 -1.31846 2.38 -1.53 -1.02
N 2.15688 -0.84074 -0.19713 -0.63 0.84 -1.93
O -1.81504 -2.31107 -1.21251 -2.02 -1.19 0.35
O 0.19079 -1.84009 -1.67531 -0.56 0.53 -0.14
H 0.06153 -1.65319 1.09298 -0.28 -0.49 -0.46
H 1.05926 -0.80493 2.25656 -1.57 0.70 -1.25
H -1.54625 0.20820 2.51945 1.88 0.11 -2.37
H -0.42185 1.31641 1.46700 -0.62 -0.31 0.30
H -2.56943 -0.79243 0.45697 1.06 1.10 -0.08
H -2.62685 0.98261 0.13175 1.60 -1.40 0.71
H -1.92711 0.22028 -1.82203 -0.45 -0.15 -0.68
H 1.03453 2.11516 -1.68182 2.49 1.78 0.23
H -0.51402 2.07645 -2.26738 -1.13 0.63 -1.09
H 1.63473 -1.43911 -0.90736 0.55 -0.34 1.46
H 2.70973 -1.25391 0.52865 0.14 -0.86 0.38
H 2.79192 -0.33853 -0.78912 0.75 0.49 -0.16
```
Forces are in eV/Å.

Calculated values
ΔE to the lowest compared entry with this formula, charge and spin   795.7 kJ/mol
Orbital gap (spin up / spin down)   7.703 / 7.704 eV
Multiplicity   1
Charge   +1
E_LUMO (spin up / spin down)   -4.37 / -4.37 eV


For the records above, the corresponding calculated total energy values read -32998.7963 -31642.7669 -41899.9505 -10875.5805 -12922.7063 -14968.1799 eV.